Record 1
The following is a quantum chemistry calculation of a gas-phase ion, C6H13N2O4S (charge +1) in a non-equilibrium geometry, from OMol25.

XYZ file:
```
26
Properties=species:S:1:pos:R:3:forces:R:3
C 0.20151 0.96207 -0.44611 0.481 -0.410 -1.229
H 1.60400 2.86447 0.63194 0.993 0.308 0.111
O 3.28579 1.84663 1.29417 1.822 0.309 1.183
H -1.54380 2.89883 -2.02592 -1.098 0.874 -0.417
H -1.31308 1.75101 0.39203 0.469 0.102 0.130
O -0.99612 -0.73459 1.52148 1.086 0.370 -0.429
C -0.94819 -1.13784 0.24263 -0.057 0.671 2.823
H -0.49149 0.13857 1.80333 -1.266 -1.945 -1.700
C -0.08366 1.85128 -1.64522 -0.342 -3.453 0.608
H 2.45098 1.05422 -1.03328 -1.839 -1.070 0.625
C 2.30685 1.99398 0.67335 -3.526 -0.972 -0.626
H -3.09982 -3.76384 1.62331 0.230 -0.200 -0.653
O -1.47118 2.06885 -1.57631 0.615 0.259 -0.463
O -0.40524 1.48139 0.66009 -0.598 1.024 0.952
H 2.41812 -1.19024 -0.03078 0.839 -0.497 -0.870
N 1.86490 -0.53043 0.44833 0.952 2.694 3.430
H 2.37466 -0.30337 1.37547 -0.783 -1.075 -1.846
C 1.71248 0.80876 -0.14623 1.258 -0.590 -1.457
C -2.24543 -3.09958 1.54069 -1.440 1.925 1.027
H 0.24869 1.23846 -2.49596 -0.258 0.556 -0.371
H -2.53086 -2.11806 1.93509 -0.607 -0.376 0.007
H -1.46097 -3.32111 2.17413 1.517 -1.263 1.332
H 0.53229 2.68125 -1.52820 0.773 1.897 -0.079
N -0.47508 -0.38527 -0.72045 0.860 1.759 4.267
H -0.64265 -0.70872 -1.58016 -0.456 -1.171 -4.311
S -1.58607 -2.72857 -0.02477 0.376 0.273 -2.045
```
Positions in Å, forces in eV/Å.

Its largest force on an atom is 4.69 eV Å⁻¹. Its HOMO energy is -13.4 eV. As for the total energy: -1044.7759 Ha. Its spin multiplicity is 1. The gap between HOMO and LUMO comes out at 10.35 eV. As for the energy above the lowest of the compared OMol25 structures with the same formula, charge and spin: 0.0 kJ/mol. Its molar mass is 209.25 g mol⁻¹. The net charge is +1.

---

Record 2
The following is a quantum chemistry calculation of 3 unconnected molecules or ions with the total composition C6H13N2OS in a non-equilibrium geometry, from OMol25.

XYZ file:
```
23
Properties=species:S:1:pos:R:3:forces:R:3
C -1.97107 -1.11991 -2.84809 3.546 1.046 -0.322
H 0.80771 -3.00612 1.20426 -0.006 0.782 -0.276
S -0.87527 -1.60813 0.09364 0.918 -0.989 -0.087
N 0.09629 2.20858 3.22925 -1.317 -0.035 -0.104
H -0.61108 3.22986 0.28534 -0.130 2.493 -0.772
N -0.39592 2.30757 0.47706 -0.823 -4.088 1.247
H 1.10228 2.40800 3.20174 -0.657 -0.965 0.765
H -2.57099 -1.58033 -2.14404 -0.908 -1.066 1.535
H 2.09397 -2.75923 -0.73832 0.052 1.681 0.312
C -0.08016 -0.84081 -1.23723 -1.019 -0.217 1.184
H -0.37453 3.07270 3.45035 0.025 0.302 0.106
H 2.64564 -1.21561 0.15399 0.559 0.258 -0.613
H -0.38870 1.49409 3.81481 1.773 0.639 -0.365
C -0.31771 1.38781 -0.44804 0.996 -0.016 1.064
H -2.32181 -1.23745 -3.84986 -0.114 0.753 -0.596
C -0.72837 -0.63402 -2.52272 -3.004 -0.781 1.049
H -0.50911 2.04853 1.54326 0.809 0.497 -1.761
O 1.21972 -0.99167 -1.32609 -0.722 1.355 -1.462
H -0.10645 0.00204 -3.04062 1.011 0.813 -2.336
H -0.21213 1.76451 -1.43459 -0.274 1.138 -1.032
C 1.82865 -1.72104 -0.33525 -0.651 -3.245 2.509
H 0.88628 -1.24409 1.65410 0.229 -0.528 -0.486
C 0.78278 -1.96529 0.81704 -0.295 0.173 0.440
```
Positions in Å, forces in eV/Å.

Its largest force on an atom is 4.35 eV Å⁻¹. Its HOMO energy is -11.9 eV. As for the total energy: -818.9644 Ha. Its spin multiplicity is 1. The gap between HOMO and LUMO comes out at 7.92 eV. As for the energy above the lowest of the compared OMol25 structures with the same formula, charge and spin: 414.5 kJ/mol. Its molar mass is 161.25 g mol⁻¹. The net charge is +1.

---

Record 3
The following is a quantum chemistry calculation of a single C6H13N3 molecule in a non-equilibrium geometry, from OMol25.

XYZ file:
```
22
Properties=species:S:1:pos:R:3:forces:R:3
H -2.52493 0.46192 -1.14949 -0.006 0.005 -0.059
C 1.88572 -0.53902 -0.43646 -0.152 0.156 -0.100
C -0.05913 1.56346 -1.14868 -1.574 -1.119 1.711
C 0.42548 -0.57330 -0.17125 -1.755 -4.955 3.157
H -2.42344 0.79412 0.57835 0.026 -0.012 0.009
H 2.44183 -0.63696 0.49756 0.017 -0.025 -0.004
N 0.51484 2.49184 -0.30731 -0.074 -0.378 -0.015
H 0.51338 -2.64474 0.27879 -0.197 0.018 0.177
H -0.64928 -2.78911 2.36867 -0.049 0.032 -0.078
H 0.84748 3.36722 -0.67978 0.080 -0.123 0.139
H -2.37287 -0.88782 0.00139 -0.126 -0.062 0.054
C -0.25048 -1.84726 1.98587 0.302 0.305 0.219
H 0.75949 2.21332 0.63029 -0.015 0.204 -0.220
C -2.07195 0.13255 -0.21656 0.108 -0.432 0.217
H 2.15299 -1.37588 -1.08295 0.036 -0.061 0.011
H 2.19657 0.37431 -0.93764 -0.019 0.064 -0.018
C -0.59916 0.19248 -0.35963 1.630 5.297 -3.088
H 0.70044 -1.65789 2.50284 -0.023 0.076 0.118
H -0.07658 2.61085 -2.77382 0.188 -0.087 0.225
H -0.94663 -1.05020 2.24249 -0.048 0.006 0.150
N -0.32948 1.70639 -2.37211 -0.224 -0.187 -0.530
N -0.13430 -1.90629 0.54943 1.873 1.277 -2.074
```
Positions in Å, forces in eV/Å.

Its largest force on an atom is 6.34 eV Å⁻¹. Its HOMO energy is -8.5 eV. As for the total energy: -400.6243 Ha. Its spin multiplicity is 1. The gap between HOMO and LUMO comes out at 9.41 eV. As for the energy above the lowest of the compared OMol25 structures with the same formula, charge and spin: 180.4 kJ/mol. Its molar mass is 127.19 g mol⁻¹. The net charge is 0.

---

Record 4
The following is a quantum chemistry calculation of a single C6H13N3 molecule in a non-equilibrium geometry, from OMol25.

XYZ file:
```
22
Properties=species:S:1:pos:R:3:forces:R:3
H -0.25143 -1.47916 2.02827 0.127 0.156 0.170
N 0.43812 1.45455 1.24616 0.004 -0.243 0.179
C 0.12772 -2.01756 -0.12419 -0.546 1.284 2.368
H 0.25221 1.17013 -1.26934 -0.016 0.148 -0.194
C 0.25317 -1.00002 1.18949 0.156 -2.172 -1.418
H -1.95300 -0.81122 -1.20348 -0.006 0.326 0.306
C 0.20830 -1.08078 -1.26659 -1.482 2.343 -0.906
H 0.90160 -2.78400 -0.13314 -0.061 0.115 0.009
H 1.14112 -2.17264 -2.70428 -0.099 0.111 -0.116
H 1.31897 -0.89956 1.39384 -0.002 0.118 0.112
N -1.22222 -0.30733 -1.69829 0.485 -2.148 -0.737
H -1.14486 2.77786 1.83288 0.179 0.034 -0.169
H -1.40564 0.39295 1.04561 0.088 -0.014 0.039
C -0.26540 2.72137 1.16301 -0.147 0.005 0.132
C -0.24396 0.28446 -0.89105 1.358 -0.107 3.481
H 1.27742 -0.51454 -2.87591 -0.010 -0.152 -0.034
H -0.85802 -2.47369 -0.03478 0.072 -0.297 -0.175
H 0.42795 3.52840 1.40662 -0.132 0.013 0.012
H 0.75568 1.30245 2.19706 -0.007 -0.049 -0.078
N 1.19745 -1.28382 -2.22551 0.279 -0.073 -0.304
C -0.33583 0.31711 0.78132 -0.273 0.587 -2.683
H -0.61932 2.87503 0.14231 0.032 0.014 0.006
```
Positions in Å, forces in eV/Å.

Its largest force on an atom is 3.74 eV Å⁻¹. Its HOMO energy is -8.2 eV. As for the total energy: -400.6146 Ha. Its spin multiplicity is 1. The gap between HOMO and LUMO comes out at 9.34 eV. As for the energy above the lowest of the compared OMol25 structures with the same formula, charge and spin: 205.9 kJ/mol. Its molar mass is 127.19 g mol⁻¹. The net charge is 0.

---

Record 5
The following is a quantum chemistry calculation of 2 unconnected molecules or ions with the total composition C6H13N3 in a non-equilibrium geometry, from OMol25.

XYZ file:
```
22
Properties=species:S:1:pos:R:3:forces:R:3
N 3.72820 -0.23033 -1.06546 1.528 0.016 -2.202
C 1.74690 -1.28516 -0.30691 0.357 -0.544 0.148
C -0.87384 0.90433 0.43811 -3.153 1.348 0.099
H -3.06793 1.66594 -0.45400 -0.696 2.500 -0.040
H -0.63934 1.39792 -0.50041 -0.045 -0.188 -0.274
H -1.39760 -1.85517 0.97165 1.325 -0.385 0.596
H -1.66894 -1.53737 -0.75644 0.637 -1.083 -1.689
H 5.39575 0.92313 -0.84371 1.543 0.333 -1.414
C 4.60238 0.52211 -0.30968 -1.083 0.102 1.165
H -2.73070 0.23793 1.34337 0.002 0.045 -0.090
H 5.10961 1.35419 1.46081 -1.209 -0.869 -1.868
H -0.07799 0.33093 0.72869 2.095 -1.323 0.896
N 4.38390 0.81648 0.88318 0.421 0.436 3.077
H -3.00725 0.55368 -1.82533 1.397 -0.068 0.956
C -3.12395 0.67052 -0.71620 -1.142 -2.532 -0.438
C -2.01490 -1.44523 0.21968 -2.988 0.556 1.811
H -3.01004 -2.00410 0.45626 1.436 0.987 -1.090
H -4.16595 0.26222 -0.71204 0.501 0.546 0.913
C -2.20745 0.06341 0.39906 0.129 0.088 -1.233
N 2.80428 -0.87657 -0.61123 -1.458 0.446 1.101
H 1.27780 -2.18814 0.02860 -0.063 0.026 -0.035
H -1.06296 1.71929 1.17198 0.467 -0.438 -0.388
```
Positions in Å, forces in eV/Å.

Its largest force on an atom is 3.54 eV Å⁻¹. Its HOMO energy (alpha / beta) is -8.9 / -8.9 eV. As for the total energy: -400.5127 Ha. Its spin multiplicity is 1. The gap between HOMO and LUMO (alpha / beta) comes out at 9.31 / 9.31 eV. As for the energy above the lowest of the compared OMol25 structures with the same formula, charge and spin: 473.3 kJ/mol. Its molar mass is 127.19 g mol⁻¹. The net charge is 0.

---

Record 6
The following is a quantum chemistry calculation of a molecular structure, C6H13N3, from OMol25.

XYZ file:
```
22
Properties=species:S:1:pos:R:3:forces:R:3
C -1.08913 0.69396 -0.50075 0.206 -0.269 0.297
H -0.68980 -1.75947 -1.84221 0.106 0.150 -0.003
N -2.21643 1.27879 -1.02620 0.026 0.040 -0.115
H 2.71780 -0.12889 -0.60101 0.128 -0.051 -0.040
H -2.98429 1.37697 -0.38001 0.030 -0.053 -0.108
N -0.41032 -0.86174 -2.24600 -0.135 -0.308 0.015
H 1.11951 -1.81989 1.36474 0.051 -0.059 0.107
C -0.47155 0.55731 0.68744 -0.094 -0.046 -0.090
H 1.96684 1.44046 -0.28564 0.028 0.118 -0.020
N -0.06835 0.09127 -1.27385 0.230 0.296 -0.349
H -1.57073 1.61894 2.15580 -0.058 0.071 0.139
C -0.62538 1.08867 2.06447 0.083 -0.087 -0.260
C 2.03313 0.40980 0.05100 -0.323 -0.057 -0.029
C 0.69855 -1.70264 0.36943 -0.130 0.265 -0.240
H 2.42665 0.39102 1.06456 0.125 -0.005 0.128
H 0.18230 1.78116 2.30938 0.015 0.091 0.114
H -0.30255 -2.13295 0.37396 -0.025 -0.047 0.014
H -0.60514 0.28020 2.79764 -0.053 0.041 0.117
H -2.47986 0.88625 -1.91861 -0.070 0.017 0.033
H 1.32391 -2.25127 -0.33510 0.090 -0.106 -0.027
C 0.65089 -0.22334 0.01865 -0.005 -0.096 0.215
H 0.39397 -1.01460 -2.84768 -0.223 0.096 0.103
```
Positions in Å, forces in eV/Å.

Its largest force on an atom is 0.51 eV Å⁻¹. Its HOMO energy is -7.3 eV. As for the total energy: -400.6216 Ha. Its spin multiplicity is 1. The gap between HOMO and LUMO comes out at 8.17 eV. As for the energy above the lowest of the compared OMol25 structures with the same formula, charge and spin: 187.5 kJ/mol. Its molar mass is 127.19 g mol⁻¹. The net charge is 0.

---

Record 7
The following is a quantum chemistry calculation of a gas-phase ion, C6H13N3 (charge +2) in a non-equilibrium geometry, from OMol25.

XYZ file:
```
22
Properties=species:S:1:pos:R:3:forces:R:3
N 1.70098 -0.17415 0.39806 -2.842 0.126 -1.920
H 1.67070 -1.69813 -1.08863 0.678 1.482 -0.075
C -0.61472 -1.43793 0.76597 1.866 0.015 0.598
C 2.08030 -0.64046 -0.96845 1.860 -0.672 -2.855
H 2.09812 -0.71813 1.14461 0.284 -0.716 0.423
H 3.17626 1.15144 0.62051 -1.629 1.213 0.084
H 1.60112 1.85008 -0.14117 0.154 0.259 -0.591
H -0.63898 -2.34577 0.09871 0.800 0.079 0.465
H 1.58727 1.47410 1.59882 0.701 0.273 -0.449
C 2.03102 1.22801 0.61456 2.484 0.138 1.894
H 1.60116 0.09970 -1.76577 1.061 -1.695 1.852
C -3.26150 0.62797 -0.39444 0.173 -3.168 -2.046
N -1.91628 -1.08502 0.55523 -2.459 0.975 -1.157
C 0.25111 -0.29647 0.34766 -5.188 2.474 -1.789
H -3.21812 1.03468 -1.37518 -0.003 0.608 -0.691
H -3.98694 -0.17471 -0.36851 -0.184 -0.098 -0.038
H -3.46462 1.27750 0.34383 -0.669 2.628 2.460
H -0.64458 1.57151 -0.70473 -0.090 2.395 -1.219
C -0.81152 0.66600 -0.27264 6.320 -5.851 3.547
H -0.53417 -1.75328 1.82478 0.264 -0.310 -0.365
H 3.25979 -0.66213 -1.13697 -2.558 0.129 0.634
N -1.96638 0.00517 -0.09626 -1.021 -0.285 1.240
```
Positions in Å, forces in eV/Å.

Its largest force on an atom is 9.31 eV Å⁻¹. Its HOMO energy is -19.1 eV. As for the total energy: -399.8895 Ha. Its spin multiplicity is 1. The gap between HOMO and LUMO comes out at 9.13 eV. As for the energy above the lowest of the compared OMol25 structures with the same formula, charge and spin: 451.0 kJ/mol. Its molar mass is 127.19 g mol⁻¹. The net charge is +2.

---

Record 8
The following is a quantum chemistry calculation of a molecular structure, C6H13N3O in a non-equilibrium geometry, from OMol25.

XYZ file:
```
23
Properties=species:S:1:pos:R:3:forces:R:3
H -0.17379 -0.46817 -2.11908 0.955 0.437 -0.201
N 2.53789 0.43841 -0.63782 0.230 0.186 -0.048
H -1.54203 -1.13409 2.63890 -0.147 0.002 0.028
H 2.88828 1.01611 -1.38936 -0.053 0.085 0.114
C 1.20473 0.04953 -0.79227 -2.370 1.307 1.364
O -1.67462 -0.80327 -1.25668 0.093 0.567 1.402
H 0.44330 2.28512 -0.78455 0.535 0.077 0.155
H 0.61620 1.66850 0.89782 -0.106 0.385 0.094
H 1.62942 -1.31132 0.81658 -0.051 -0.053 -0.025
C -0.60309 -1.22399 2.11632 -0.091 0.082 -0.283
H -0.94226 1.87292 0.04434 -0.359 -0.967 0.123
H 0.76154 -2.01672 -0.55852 0.191 -0.071 0.004
H -2.57922 0.49404 1.46518 -0.072 0.020 -0.081
C 0.09357 1.55066 -0.05279 2.180 -0.141 -0.753
H 0.25156 -1.53176 2.70858 -0.039 -0.062 -0.116
H 2.76122 0.82178 0.27153 -0.050 -0.023 -0.141
C -0.48270 -0.98230 0.81156 0.764 0.503 0.163
N -2.70361 0.01187 0.59076 0.609 -0.004 -0.357
C -1.59834 -0.49509 -0.05324 -1.626 -1.562 -0.624
H 0.92819 0.70883 -2.68706 -0.094 -0.094 0.194
H -3.45225 0.30183 -0.02047 0.069 0.073 0.134
C 0.83198 -1.14193 0.09331 -0.246 -0.043 -0.065
N 0.80402 -0.11096 -2.10307 -0.324 -0.702 -1.081
```
Positions in Å, forces in eV/Å.

Its largest force on an atom is 3.03 eV Å⁻¹. Its HOMO energy is -7.8 eV. As for the total energy: -475.8678 Ha. Its spin multiplicity is 1. The gap between HOMO and LUMO comes out at 8.50 eV. As for the energy above the lowest of the compared OMol25 structures with the same formula, charge and spin: 260.0 kJ/mol. Its molar mass is 143.19 g mol⁻¹. The net charge is 0.